16
Properties=species:S:1:pos:R:3 method="wB97M-V/def2-TZVPD" e_lumo_ev=1.10 multiplicity=1
C -1.52 -1.15 1.98
C -0.22 -1.89 1.68
H -1.71 -1.20 3.09
H -1.62 -0.02 1.64
H -2.39 -1.64 1.52
H 0.54 -1.60 2.35
H 0.15 -1.94 0.62
H -0.37 -2.94 2.16
C 0.51 1.14 -1.48
C 1.34 2.04 -2.32
H -0.36 0.80 -2.00
H 0.94 0.26 -1.10
H 0.09 1.47 -0.56
H 0.82 3.03 -2.36
H 1.38 1.48 -3.23
H 2.41 2.17 -1.98

16
Properties=species:S:1:pos:R:3 method="wB97M-V/def2-TZVPD" e_lumo_ev=1.17 multiplicity=1
C -0.50 -2.70 0.56
C -0.14 -1.42 1.26
H -1.55 -2.84 0.45
H -0.07 -2.80 -0.44
H -0.21 -3.66 1.01
H 0.06 -1.56 2.33
H -0.80 -0.60 1.03
H 0.86 -1.02 1.04
C 1.01 2.23 -0.67
C -0.43 1.90 -1.08
H 1.64 1.41 -0.35
H 1.55 2.86 -1.36
H 0.85 2.90 0.18
H -1.08 2.76 -1.17
H -0.85 0.99 -0.65
H -0.36 1.57 -2.13

16
Properties=species:S:1:pos:R:3 method="wB97M-V/def2-TZVPD" e_lumo_ev=1.17 multiplicity=1
C -0.12 0.17 2.12
C -1.25 1.04 1.60
H 0.51 0.87 2.68
H -0.50 -0.60 2.80
H 0.38 -0.41 1.35
H -1.48 1.82 2.33
H -2.13 0.60 1.14
H -0.81 1.84 0.97
C 0.30 -0.56 -1.21
C 1.06 -0.70 -2.50
H 0.46 0.43 -0.79
H -0.76 -0.62 -1.49
H 0.44 -1.38 -0.53
H 0.51 -0.51 -3.43
H 1.54 -1.67 -2.67
H 1.86 0.03 -2.64

16
Properties=species:S:1:pos:R:3 method="wB97M-V/def2-TZVPD" e_lumo_ev=1.15 multiplicity=1
C 1.17 1.58 1.06
C 2.22 0.88 0.33
H 1.46 2.65 1.25
H 0.07 1.63 0.67
H 1.20 1.13 2.06
H 2.50 -0.14 0.85
H 1.74 0.66 -0.66
H 3.03 1.63 0.24
C -2.29 -1.66 -0.47
C -1.02 -0.86 -0.87
H -2.94 -1.15 0.15
H -2.99 -1.72 -1.28
H -1.98 -2.61 -0.07
H -0.04 -1.23 -0.43
H -1.14 0.26 -0.89
H -0.98 -1.05 -1.94

16
Properties=species:S:1:pos:R:3 method="wB97M-V/def2-TZVPD" e_lumo_ev=1.15 multiplicity=1
C -1.16 0.12 1.94
C -1.66 1.00 0.80
H -1.17 0.82 2.79
H -1.64 -0.75 2.30
H -0.13 -0.18 1.68
H -0.82 1.55 0.36
H -2.52 1.65 0.87
H -1.80 0.29 -0.15
C 1.45 -1.23 -0.98
C 1.24 0.15 -1.63
H 1.49 -2.17 -1.55
H 2.37 -1.17 -0.33
H 0.55 -1.39 -0.35
H 1.21 0.04 -2.76
H 2.25 0.58 -1.51
H 0.33 0.69 -1.47

16
Properties=species:S:1:pos:R:3 method="wB97M-V/def2-TZVPD" e_lumo_ev=1.15 multiplicity=1
C 2.59 0.21 -0.59
C 1.51 1.28 -0.90
H 3.46 0.82 -0.29
H 2.43 -0.30 0.37
H 2.76 -0.47 -1.42
H 1.31 1.82 0.03
H 0.66 0.72 -1.29
H 2.06 1.97 -1.53
C -1.40 -1.05 0.50
C -2.73 -0.44 0.94
H -0.58 -0.68 1.11
H -1.52 -2.13 0.48
H -1.10 -0.85 -0.55
H -3.13 -1.13 1.66
H -2.74 0.47 1.56
H -3.45 -0.16 0.16

16
Properties=species:S:1:pos:R:3 method="wB97M-V/def2-TZVPD" e_lumo_ev=1.09 multiplicity=1
C 0.22 -1.02 1.64
C 1.24 -1.93 1.02
H -0.04 -1.23 2.69
H 0.88 -0.12 1.76
H -0.84 -0.92 1.07
H 1.70 -2.67 1.66
H 0.65 -2.69 0.32
H 2.09 -1.55 0.53
C -0.87 1.40 -2.08
C -0.49 1.71 -0.55
H -2.03 1.42 -2.21
H -0.54 2.11 -2.75
H -0.57 0.35 -2.31
H -0.90 2.70 -0.30
H -1.08 0.87 -0.03
H 0.57 1.56 -0.46

16
Properties=species:S:1:pos:R:3 method="wB97M-V/def2-TZVPD" e_lumo_ev=1.18 multiplicity=1
C -1.35 1.34 -1.54
C -0.50 0.21 -2.15
H -0.97 1.56 -0.54
H -1.30 2.23 -2.15
H -2.38 1.03 -1.33
H 0.46 0.10 -1.64
H -0.35 0.45 -3.20
H -0.95 -0.78 -2.12
C 0.99 -0.03 2.00
C 0.79 -1.52 1.69
H 2.07 0.18 2.03
H 0.70 0.57 1.14
H 0.46 0.31 2.88
H -0.15 -1.88 2.09
H 1.58 -2.06 2.21
H 0.89 -1.70 0.62

Energy above the lowest of the compared OMol25 structures with the same formula, charge and spin in eV, matching the order above: 0.9695 0.6443 0.7091 1.3738 1.1913 0.6980 1.4987 0.2889
E_HOMO in eV, matching the order above: -11.31 -11.22 -11.07 -11.23 -11.10 -11.54 -11.13 -11.66